Molecular formula: C27H61Cl12NO9P2
Method: DFT, the ωB97M-V functional and the def2-TZVPD basis

Calculated values
Relative energy (zero: lowest compared OMol25 entry of this formula, charge and spin), kJ/mol: 488.0
Highest occupied orbital energy, eV: -9.13
SMILES: CCOP(=O)(OCC)OCC.CCOP(=O)(OCC)OCC.CN(C)C=O.ClCCCl.ClCCCl.ClCCCl.ClCCCl.ClCCCl.ClCCCl

Each line ends with the Löwdin charge.
Element x y z (Å)
Cl -4.9866 3.9566 2.4054  0.536
Cl -11.1603 -6.7767 0.2863  0.584
Cl 5.0923 9.9275 2.6805  0.512
Cl 4.2980 -0.8487 8.6749  0.501
Cl -5.1789 -1.4495 -9.3593  0.512
Cl -6.7680 2.1521 4.7084  0.491
Cl 0.4048 -10.0999 5.5093  0.512
Cl 6.5834 -1.1335 6.5023  0.472
Cl 0.2937 -6.5922 6.6511  0.526
Cl -5.9407 -4.5231 -8.6267  0.476
Cl 6.2246 6.8171 2.6045  0.462
Cl -8.2919 -6.0252 3.3107  0.551
P -0.4313 -0.2996 1.9214  0.523
P 2.4692 -0.6408 -9.4872  0.583
O 1.6253 6.1992 9.1693  -0.081
O 0.8492 -1.0327 2.1737  -0.235
O 3.3407 -0.9296 -8.2687  -0.264
O 0.9335 -0.3006 -9.0768  -0.222
O 2.9977 0.8119 -10.1411  -0.193
O 2.4396 -1.6351 -10.7873  -0.198
O -1.2184 -0.6974 0.5372  -0.148
O -1.6459 -0.3243 2.9657  -0.181
O -0.2044 1.2822 1.6128  -0.199
N 3.9016 6.2331 9.0447  -0.187
C -1.7173 -1.3088 3.8880  -0.301
C -1.1508 -2.0309 0.3020  -0.366
C -3.0928 -1.8731 3.5066  -0.064
C 5.1419 5.5959 8.6624  -0.096
C 3.7005 -1.9782 -11.3104  -0.274
C 1.6945 -8.8682 5.7775  -0.603
C 4.8163 -1.4133 6.0121  -0.579
C -4.5243 -3.6072 -7.8529  -0.586
C 2.0672 1.4550 -10.9385  -0.376
C -9.9835 -7.2428 1.4802  -0.691
C 1.1094 -7.4934 5.3486  -0.682
C 2.6702 2.7670 -11.3488  -0.058
C -5.4726 4.4994 4.0070  -0.663
C 3.4373 -3.3752 -11.9484  -0.058
C 4.0220 7.7036 9.4627  -0.012
C 4.0150 -1.8433 7.2151  -0.673
C 1.3552 2.3788 3.0648  -0.066
C -5.0133 -2.1653 -7.7098  -0.662
C -9.0157 -6.1013 1.7000  -0.708
C 0.7154 0.5064 -7.8687  -0.212
C 5.2113 7.6055 1.2837  -0.612
C 0.6993 -0.4274 -6.6096  -0.081
C 2.7070 5.5078 9.0200  -0.235
C -6.8881 3.9287 4.3626  -0.621
C 4.2026 8.6877 1.7456  -0.614
C -0.1367 2.1996 2.7045  -0.240
C -2.3557 -2.5568 -0.4701  -0.058
H -1.7789 -1.0009 4.9318  0.128
H 3.7497 9.2306 0.9160  0.067
H -7.7288 4.0853 3.6868  0.067
H -9.4496 -5.1120 1.5551  0.051
H -0.2223 -2.2849 -0.2093  0.121
H -5.9984 -2.1340 -7.2443  0.057
H 4.5270 7.8953 10.4094  0.082
H 3.6121 2.4666 -11.8079  0.086
H 4.4222 -3.8236 -12.0786  0.073
H 4.7456 6.7280 0.8351  0.054
H 1.9362 0.8376 -11.8271  0.111
H 5.4457 5.9969 7.6954  0.083
H 3.9769 -1.2465 -12.0695  0.118
H -4.6363 4.3093 4.6797  0.069
H -3.1844 -2.4901 0.2348  0.057
H 4.2617 -2.8546 7.5386  0.065
H -10.5154 -7.5084 2.3937  0.067
H -1.0030 -2.1192 3.7425  0.112
H 1.9783 3.4280 -11.8707  0.085
H -0.2252 1.0312 -7.7019  0.108
H 5.0941 4.5200 8.4942  0.081
H 2.6115 -3.9674 -11.5543  0.081
H 0.5928 -1.5105 -6.6687  0.080
H 2.9325 -1.7497 7.1285  0.065
H 4.3330 -0.4957 5.6767  0.073
H -5.6151 5.5708 3.8656  0.059
H 1.9020 -6.8799 4.9202  0.064
H 3.4429 8.2743 2.4091  0.067
H 1.5711 3.4396 3.1919  0.066
H 1.0409 1.4942 -10.5735  0.114
H 0.0913 -0.0144 -5.8047  0.065
H -3.8510 -1.2307 3.9544  0.078
H 2.8252 4.4554 8.7189  0.128
H 3.1071 -3.2544 -12.9802  0.066
H -8.2432 -6.0375 0.9337  0.073
H -0.4405 3.1141 2.1950  0.117
H 1.6842 -0.3859 -6.1445  0.060
H 2.0442 -8.8480 6.8097  0.069
H 4.5466 8.1772 8.6328  0.078
H -9.4628 -8.1040 1.0615  0.071
H 5.9694 5.7428 9.3564  0.084
H -4.3433 -1.5656 -7.0937  0.071
H -7.2679 4.4075 5.2651  0.061
H -0.8222 1.8533 3.4779  0.110
H -3.1036 -2.8383 4.0128  0.075
H 2.0731 2.0048 2.3348  0.081
H -2.6749 -1.9946 -1.3477  0.076
H 4.5195 -2.0181 -10.5922  0.115
H 1.6158 1.9015 4.0094  0.066
H -3.7398 -3.5309 -8.6058  0.053
H 5.9357 7.8352 0.5023  0.062
H 0.3911 -7.4415 4.5305  0.054
H 1.4594 1.3022 -7.9046  0.112
H -1.0896 -2.6096 1.2237  0.104
H 3.0647 8.2247 9.4585  0.075
H 2.8708 3.1861 -10.3628  0.080
H -3.4354 -2.0644 2.4897  0.067
H 4.7277 -2.2606 5.3321  0.077
H -4.1832 -3.9824 -6.8881  0.078
H 2.4594 -9.1952 5.0732  0.060
H -2.3873 -3.5800 -0.8445  0.077

Forces on the atoms, in the same order (eV/Å):
0.34 -0.44 -0.64
-0.81 0.29 -0.81
-0.12 0.17 0.05
0.09 0.34 0.19
0.13 0.15 0.60
-0.16 0.56 -0.14
0.10 -0.11 0.55
-1.41 -0.29 -0.83
0.22 -0.12 0.20
1.25 0.08 0.86
-0.69 0.70 -0.43
0.22 -0.40 0.21
1.14 1.83 -1.97
1.85 1.92 2.32
3.21 -3.69 -0.30
-2.30 0.52 0.20
-1.88 -0.05 -3.28
0.06 -0.51 -0.82
-0.26 -2.44 2.16
-1.51 2.03 3.07
0.71 2.66 1.74
3.09 3.21 -1.72
-1.05 -2.63 -0.06
-0.67 -0.47 1.29
-2.62 -3.15 -0.15
0.47 -3.72 -1.48
-0.74 -1.38 2.23
0.53 0.10 -0.62
0.04 -1.79 -1.24
-1.33 0.66 -1.20
-0.03 0.05 1.17
-1.00 1.22 -0.97
-1.31 -0.19 -2.74
0.68 -0.27 0.53
0.70 0.27 -0.46
-0.13 -0.42 1.49
-1.87 0.46 -0.56
0.89 1.14 -1.32
-0.69 -1.17 -1.57
0.01 -0.39 1.41
-0.16 0.28 1.12
-0.39 -0.28 0.02
0.20 1.40 -0.69
0.34 -1.52 1.31
0.09 -1.13 -0.12
2.06 0.96 0.86
-1.92 5.84 0.13
0.96 -0.23 1.08
1.33 -0.48 0.14
1.45 0.35 -1.28
-1.23 0.44 0.21
0.44 0.39 -0.12
0.04 -0.40 -0.09
0.76 -0.08 -0.75
-0.73 -0.27 0.28
0.16 0.10 -0.22
0.05 0.02 -0.12
0.09 -0.54 -0.06
-0.06 0.85 -0.42
-0.27 -0.79 0.43
-0.71 0.18 0.25
-0.06 -0.15 -0.47
0.28 0.17 -0.09
0.01 0.00 -0.08
-0.60 -0.23 0.27
-0.35 0.00 -0.12
-0.03 0.02 -0.21
0.17 0.01 -0.08
0.55 0.39 0.18
0.38 -0.22 -0.37
-0.52 -0.25 -1.89
-0.60 -0.04 0.26
0.69 -0.03 0.89
-0.69 0.23 -0.88
0.15 -0.21 -0.78
0.76 0.02 -0.54
0.15 0.08 0.40
0.36 0.19 0.64
0.11 -0.03 -0.18
-0.01 0.06 0.08
0.21 0.38 0.80
-0.57 -0.09 -0.33
-0.14 -0.09 0.02
-0.30 0.18 0.30
-0.05 0.42 -0.19
0.31 -0.71 0.20
-0.51 0.14 0.67
0.36 0.07 -0.13
-0.16 -0.16 -0.18
0.46 0.04 0.19
-0.04 -0.06 0.36
-0.17 0.23 0.24
0.19 0.04 -0.34
0.44 -0.13 0.34
0.23 0.50 0.23
-0.74 -0.25 0.16
-0.53 -0.12 -0.30
0.44 0.55 0.09
-0.37 0.01 0.43
-0.05 -0.10 0.05
0.11 -0.74 0.22
-0.05 0.99 0.38
-0.09 -1.08 0.14
0.34 -0.30 0.60
-0.12 -0.13 0.28
-0.21 -0.67 0.22
0.43 0.73 -0.19
1.02 0.35 -0.28
0.44 0.48 -0.44
-0.32 -0.49 -0.28
0.20 0.37 0.29
0.86 -0.20 0.46